# 1
# C42H46Br2ClN8O12S

A 6-piece molecular cluster, C42H46Br2ClN8O12S overall at a distorted geometry (ωB97M-V with the def2-TZVPD basis set, OMol25).

Its total energy is -244210.9571 eV. Its energy relative to the best compared isomer or geometry (same formula, charge and spin) is 0.0 kcal per mole. As for the LUMO energy: -3.52 eV. The value obtained for the HOMO energy is -11.6 eV. The calculation puts the HOMO-LUMO gap at 8.1 eV.

Structure (ORCA input):
```
! wB97M-V def2-TZVPD RIJCOSX def2/J DEFGRID3
* xyz 1 1
C -1.0470 2.0380 -2.6077
C -2.0900 1.0478 -2.0209
C -2.2414 1.1531 -0.4810
C -1.8533 -0.1147 0.3030
C -0.4040 -0.0762 0.8530
C 0.5207 -0.4503 -0.2785
N 0.4158 -1.8221 -0.8858
C 1.3844 -1.7728 -1.8589
N 1.4809 -2.6607 -2.8204
Cl 0.4023 -3.9346 -2.9928
N 2.2930 -0.7185 -1.7391
C 2.0558 -0.2204 -0.3136
C 2.5782 1.1916 -0.1494
Br 3.2607 2.0735 -1.7019
C 2.6541 1.8859 1.0237
C 3.2541 3.2639 1.1579
Br 2.0313 1.1697 2.6570
S 3.1344 -1.4790 0.6129
C 4.2704 -2.2205 -0.5537
O 2.2617 -2.4911 1.1743
O 3.9957 -0.7912 1.5460
H -0.5075 2.5670 -1.8207
H -1.5195 2.7723 -3.2568
H -0.2869 1.5076 -3.1905
H -1.6960 0.0475 -2.2376
H -3.0440 1.1586 -2.5260
H -3.2971 1.3376 -0.2734
H -1.7129 2.0221 -0.0953
H -1.9873 -0.9506 -0.3906
H -2.5670 -0.2835 1.1057
H -0.1895 0.9654 1.0904
H -0.3171 -0.6974 1.7417
H 0.1840 0.2147 -1.0863
H -0.4599 -1.9055 -1.4118
H 2.2237 -2.5749 -3.5019
H 1.9714 -0.0441 -2.4416
H 3.2095 3.5915 2.1943
H 2.7210 3.9861 0.5419
H 4.3107 3.2377 0.8840
H 4.9626 -2.7708 0.0782
H 3.7698 -2.8511 -1.2816
H 4.8074 -1.4044 -1.0347
C -1.9057 8.1291 2.9046
C -3.0966 7.4237 3.0162
C -3.1100 6.0505 2.8376
C -1.9201 5.4065 2.5507
C -0.7241 6.0913 2.4303
C -0.7224 7.4642 2.6091
N -1.9275 3.9502 2.3787
O -2.9855 3.3709 2.4733
O -0.8645 3.3954 2.1524
H -1.8992 9.2008 3.0500
H -4.0161 7.9432 3.2453
H -4.0318 5.4954 2.9228
H 0.1916 5.5664 2.2044
H 0.2029 8.0160 2.5216
C 2.9323 -4.6702 4.6599
C 2.4987 -4.6789 3.3390
C 2.3291 -5.8816 2.6748
C 2.6060 -7.0621 3.3383
C 3.0454 -7.0730 4.6495
C 3.2051 -5.8658 5.3133
N 2.4296 -8.3390 2.6307
O 2.0645 -8.2935 1.4749
O 2.6692 -9.3577 3.2404
H 3.0640 -3.7294 5.1780
H 2.2956 -3.7534 2.8232
H 1.9954 -5.8883 1.6477
H 3.2621 -8.0059 5.1486
H 3.5478 -5.8600 6.3386
C -2.6087 7.4491 -7.0026
C -2.2017 7.7110 -5.7007
C -2.5939 6.8744 -4.6688
C -3.3891 5.7823 -4.9645
C -3.8095 5.5068 -6.2528
C -3.4136 6.3511 -7.2770
N -3.7951 4.8816 -3.8768
O -3.4310 5.1504 -2.7502
O -4.4657 3.9129 -4.1641
H -2.2982 8.1035 -7.8060
H -1.5780 8.5680 -5.4890
H -2.2847 7.0720 -3.6536
H -4.4354 4.6513 -6.4572
H -3.7329 6.1516 -8.2901
C -6.0562 -0.0905 1.1894
C -6.7084 -1.3166 1.1701
C -7.7358 -1.5391 0.2670
C -8.0872 -0.5262 -0.6058
C -7.4546 0.7026 -0.5993
C -6.4313 0.9170 0.3102
N -9.1631 -0.7685 -1.5820
O -9.7110 -1.8481 -1.5543
O -9.4277 0.1252 -2.3557
H -5.2515 0.0850 1.8925
H -6.4171 -2.0998 1.8561
H -8.2513 -2.4874 0.2432
H -7.7504 1.4781 -1.2896
H -5.9224 1.8715 0.3325
C 6.1430 -7.4675 2.1909
C 5.8149 -6.1211 2.2825
C 6.4653 -5.1916 1.4924
C 7.4338 -5.6247 0.6086
C 7.7894 -6.9573 0.5098
C 7.1363 -7.8820 1.3115
N 8.0833 -4.6345 -0.2628
O 7.7305 -3.4742 -0.1546
O 8.9066 -5.0293 -1.0546
H 5.6251 -8.1947 2.8035
H 5.0456 -5.7878 2.9650
H 6.2123 -4.1443 1.5628
H 8.5540 -7.2739 -0.1835
H 7.3965 -8.9288 1.2422
*
```



# 2
# C53H88ClNO9S

A 10-piece molecular cluster, C53H88ClNO9S overall at a distorted geometry (ωB97M-V with the def2-TZVPD basis set, OMol25).

Its total energy is -99659.2012 eV. Its energy relative to the best compared isomer or geometry (same formula, charge and spin) is 88.9 kcal per mole. As for the LUMO energy: 0.55 eV. The value obtained for the HOMO energy is -7.2 eV. The calculation puts the HOMO-LUMO gap at 7.7 eV.

Structure (ORCA input):
```
! wB97M-V def2-TZVPD RIJCOSX def2/J DEFGRID3
* xyz 0 1
C -2.9935 6.9021 -1.0787
C -3.5085 6.7446 -2.5477
C -3.1191 7.8667 -3.5896
C -4.2458 5.6753 -2.9950
C -5.3212 4.9378 -2.1243
C -5.4760 3.4014 -2.5313
C -4.3943 2.5561 -1.7204
C -5.0164 1.5795 -0.6379
C -3.3843 1.7945 -2.7101
C -1.9760 2.4636 -2.4971
N -0.8553 1.7813 -3.2818
C -0.7143 2.5649 -4.4927
C -1.6906 2.2662 -5.5684
C -1.7332 2.9842 -6.8314
C -0.7638 4.0658 -7.0488
C -0.8579 4.8566 -8.4091
C -1.6467 6.2184 -8.0871
C -3.0838 5.8602 -7.5142
Cl -4.3030 7.1864 -7.7183
C 0.2530 4.4041 -6.0456
C 0.2313 3.6385 -4.7767
S 1.4634 4.1277 -3.5458
C 1.3902 2.7637 -2.3517
C 2.4527 2.6503 -1.3441
C 3.5850 3.7286 -1.3366
C 2.4735 1.6048 -0.3366
C 1.3709 0.6228 -0.3566
C 0.3277 0.7327 -1.3604
C 0.2921 1.8035 -2.3935
H -2.6184 5.9385 -0.6437
H -3.8593 7.2640 -0.4505
H -2.2152 7.7079 -1.0474
H -2.2731 7.5391 -4.2607
H -4.0398 8.0616 -4.2090
H -2.8500 8.8305 -3.0778
H -4.0814 5.3067 -4.0425
H -6.3046 5.4360 -2.3625
H -5.1139 5.0504 -1.0210
H -6.5024 3.0194 -2.3008
H -5.2883 3.3740 -3.6448
H -3.7870 3.3200 -1.1479
H -4.4920 0.5830 -0.7097
H -6.1149 1.3977 -0.7441
H -4.7633 1.9824 0.3830
H -3.7740 1.9269 -3.7554
H -3.3833 0.6797 -2.5238
H -2.0155 3.5204 -2.8734
H -1.7661 2.4055 -1.3912
H -2.4624 1.4679 -5.4115
H -2.4863 2.7673 -7.6246
H -1.5171 4.2880 -9.1153
H 0.1420 5.0411 -8.8713
H -1.6862 6.9001 -8.9757
H -1.0872 6.6710 -7.2162
H -3.4407 4.8643 -7.9036
H -2.9500 5.7096 -6.4047
H 1.0076 5.2080 -6.2375
H 4.2896 3.4963 -2.1769
H 3.1464 4.7598 -1.4715
H 4.1819 3.6907 -0.3818
H 3.2576 1.5090 0.4502
H 1.3086 -0.1980 0.4161
H -0.4979 -0.0196 -1.3266
C -1.0324 -1.2699 -4.4504
C -0.5778 -2.2478 -3.4009
O 0.0131 -1.8854 -2.4008
C -0.8847 -3.7038 -3.6394
H -0.7482 -0.2623 -4.1533
H -0.5574 -1.5010 -5.4066
H -2.1194 -1.3118 -4.5515
H -0.4026 -4.0392 -4.5565
H -1.9651 -3.8504 -3.7050
H -0.5009 -4.2949 -2.8062
C 1.7584 -7.6340 -6.3000
C 0.9630 -6.8059 -5.3243
O 0.5265 -5.7155 -5.6311
C 0.7316 -7.3850 -3.9530
H 1.8468 -7.0953 -7.2439
H 2.7597 -7.8147 -5.9047
H 1.2501 -8.5824 -6.4840
H 1.6878 -7.5548 -3.4545
H 0.1780 -8.3224 -4.0339
H 0.1466 -6.6833 -3.3582
C 0.6005 -3.3249 1.7818
C 1.1498 -2.4806 2.9037
O 1.7550 -1.4529 2.6798
C 0.9179 -2.9632 4.3121
H 0.8409 -2.8585 0.8253
H 1.0511 -4.3190 1.8098
H -0.4849 -3.4012 1.8710
H 1.3832 -3.9408 4.4511
H -0.1539 -3.0228 4.5125
H 1.3663 -2.2608 5.0141
C 0.7324 -3.5864 -7.7275
C -0.1815 -2.9678 -8.7520
O -0.7953 -1.9479 -8.5183
C -0.3042 -3.6682 -10.0821
H 0.7235 -2.9794 -6.8220
H 0.3872 -4.5880 -7.4789
H 1.7533 -3.6237 -8.1140
H -0.6954 -4.6770 -9.9368
H 0.6706 -3.7098 -10.5719
H -0.9932 -3.1140 -10.7200
C 3.6752 -4.9186 6.4803
C 2.8964 -4.1103 7.4846
O 2.4755 -3.0018 7.2117
C 2.6594 -4.7276 8.8382
H 3.7690 -4.3505 5.5542
H 4.6749 -5.1270 6.8654
H 3.1509 -5.8529 6.2676
H 3.6143 -4.9273 9.3287
H 2.0893 -5.6525 8.7309
H 2.0874 -4.0338 9.4554
C 4.5715 0.1812 4.0257
C 4.7891 -0.5182 5.3413
O 5.4575 -1.5285 5.4172
C 4.1431 0.0857 6.5620
H 5.0922 -0.3624 3.2370
H 3.5056 0.2047 3.7895
H 4.9705 1.1968 4.0737
H 3.0589 0.1049 6.4371
H 4.5244 1.0965 6.7228
H 4.3838 -0.5216 7.4339
C -10.6089 0.4746 -0.4661
C -9.1965 0.4603 -0.9916
O -8.3182 1.1021 -0.4567
C -8.9193 -0.3840 -2.2092
H -10.6619 1.1216 0.4097
H -11.2861 0.8621 -1.2296
H -10.9081 -0.5342 -0.1752
H -9.5220 -0.0344 -3.0496
H -9.1438 -1.4307 -1.9953
H -7.8652 -0.2993 -2.4753
C 4.1140 -1.2799 9.9264
C 4.3304 -1.9797 11.2419
O 4.9995 -2.9911 11.3171
C 3.6845 -1.3765 12.4616
H 4.6352 -1.8230 9.1376
H 3.0484 -1.2564 9.6889
H 4.5144 -0.2652 9.9757
H 2.6001 -1.3556 12.3363
H 4.0646 -0.3659 12.6221
H 3.9243 -1.9832 13.3353
C 7.5615 -2.8759 12.8568
C 8.0957 -1.8704 13.8429
O 7.6138 -0.7605 13.9359
C 9.2532 -2.2965 14.7106
H 6.7346 -2.4348 12.3037
H 8.3458 -3.1566 12.1504
H 7.1969 -3.7584 13.3860
H 10.1117 -2.5520 14.0866
H 8.9642 -3.1537 15.3216
H 9.5325 -1.4745 15.3705
*
```



# 3
# C25H61NiO19P4

C25H61NiO19P4 as an isolated structure at a distorted geometry (ωB97M-V with the def2-TZVPD basis set, OMol25).

Its total energy is -144020.8487 eV. As for the LUMO energy (spin up / spin down): 0.43 / 0.42 eV. The value obtained for the HOMO energy (spin up / spin down) is -4.8 / -9.9 eV. As for the expectation value of S²: 3.75. The calculation puts the HOMO-LUMO gap (spin up / spin down) at 5.2 / 10.3 eV.

Structure (ORCA input):
```
! wB97M-V def2-TZVPD RIJCOSX def2/J DEFGRID3
* xyz 0 4
Ni 3.4634 -1.1233 1.5755
O 0.4716 -0.5486 -0.6939
C 1.3583 -0.7324 0.3200
O 1.6814 0.1783 1.0328
O 1.9054 -1.8224 0.4265
H 0.2252 0.3501 -0.4631
C -6.8644 1.4479 -0.6630
C -5.7559 0.8949 0.2238
O -6.1438 0.8391 1.5019
P -5.4977 1.8668 2.5447
O -5.3697 3.2841 2.0494
O -6.3529 1.8064 3.9129
C -5.8622 2.1409 5.1925
C -7.1958 2.7772 5.7963
O -4.0567 1.1613 2.9551
C -3.1935 0.5965 1.9714
C -2.1704 1.6103 1.4193
H -6.7330 1.3487 -1.7405
H -7.8624 1.0416 -0.4983
H -6.9575 2.5214 -0.4991
H -5.5992 -0.1314 -0.1081
H -4.8066 1.4299 0.1964
H -5.6751 1.1547 5.6174
H -5.1053 2.9204 5.2792
H -7.9888 2.0491 5.9672
H -6.8854 3.3216 6.6881
H -7.6208 3.5200 5.1213
H -2.6237 -0.1939 2.4598
H -3.6862 -0.0152 1.2157
H -1.3107 1.2738 0.8399
H -2.7495 2.3519 0.8692
H -1.6347 2.0614 2.2546
C -1.7553 -3.1450 1.9390
C -1.3227 -2.6856 3.3713
O -0.1799 -1.9952 3.3252
P 1.2523 -2.6632 3.8274
O 2.4030 -1.9623 3.1790
O 1.1060 -4.2261 3.4409
C 2.0265 -4.9265 2.6778
C 1.3247 -5.9178 1.7586
O 1.3188 -2.7017 5.4310
C 0.2319 -2.2803 6.2323
C 0.7865 -1.8929 7.6766
H -1.0642 -3.8535 1.4822
H -2.6491 -3.7689 1.9379
H -1.8534 -2.2824 1.2800
H -2.1037 -2.0258 3.7495
H -1.3551 -3.5019 4.0929
H 2.7084 -4.2503 2.1621
H 2.8786 -5.4334 3.1304
H 0.6719 -6.6466 2.2391
H 0.6209 -5.4952 1.0416
H 2.1034 -6.5359 1.3117
H -0.2987 -1.4054 5.8567
H -0.5017 -3.0646 6.4192
H -0.0344 -1.6076 8.3344
H 1.3391 -2.7151 8.1314
H 1.4450 -1.0355 7.5376
C 2.3400 -1.4171 -6.7587
C 1.0100 -1.8206 -6.1568
O 0.1881 -0.7507 -6.5403
P -0.5951 0.2545 -5.5421
O -1.3400 1.3146 -6.2775
O -1.4649 -0.7951 -4.5877
C -2.5798 -0.2214 -3.9423
C -2.2704 0.4132 -2.5933
O 0.5261 0.8617 -4.5618
C 1.1021 2.1063 -4.6323
C 2.4615 2.1487 -5.3860
H 2.6156 -0.5226 -6.2002
H 3.0742 -2.2206 -6.7000
H 2.2989 -1.1743 -7.8206
H 0.6692 -2.8095 -6.4634
H 1.2764 -1.9180 -5.1044
H -3.0801 0.6136 -4.4326
H -3.3162 -0.9796 -3.6755
H -1.5250 1.1804 -2.8028
H -3.2317 0.7691 -2.2227
H -1.7761 -0.2956 -1.9290
H 0.4427 2.9149 -4.9475
H 1.4338 2.2728 -3.6074
H 2.9660 3.1137 -5.3374
H 3.2088 1.4851 -4.9510
H 2.3534 1.9202 -6.4463
C 1.0586 3.2114 -0.5322
C 2.5995 3.2381 -0.8045
O 2.8863 1.9109 -1.3365
P 4.3410 1.2134 -1.0308
O 4.4301 0.2210 0.0846
O 4.6554 0.5551 -2.5126
C 3.7276 -0.4688 -2.8785
C 4.2970 -1.1982 -4.1173
O 5.3878 2.4477 -0.8678
C 6.7251 2.3347 -0.6911
C 7.0211 3.1606 0.5927
H 1.0163 4.1175 0.0723
H 0.4310 3.3153 -1.4173
H 0.7539 2.3258 0.0255
H 2.8747 4.0676 -1.4559
H 3.1883 3.3443 0.1067
H 3.3258 -1.1535 -2.1316
H 2.7995 -0.1131 -3.3259
H 3.7544 -2.1030 -4.3911
H 4.4665 -0.6291 -5.0313
H 5.2168 -1.6718 -3.7741
H 7.1808 1.3483 -0.7765
H 7.3075 2.8483 -1.4561
H 6.5354 4.1105 0.8161
H 6.6293 2.5395 1.3982
H 8.1014 3.2211 0.7247
*
```



# 4
# C21H19FN4OS2

One molecule with the formula C21H19FN4OS2 (ωB97M-V with the def2-TZVPD basis set, OMol25).

Its total energy is -54481.6041 eV. Its energy relative to the best compared isomer or geometry (same formula, charge and spin) is 0.0 kcal per mole. As for the LUMO energy: 0.58 eV. The value obtained for the HOMO energy is -8.0 eV. The calculation puts the HOMO-LUMO gap at 8.6 eV.

Structure (ORCA input):
```
! wB97M-V def2-TZVPD RIJCOSX def2/J DEFGRID3
* xyz 0 1
C -4.4449 -2.0071 0.7929
C -3.1382 -1.7531 0.1315
C -1.9568 -2.4193 0.2474
C -1.0099 -1.7722 -0.5996
C -1.6783 -0.7123 -1.2045
N -2.9597 -0.7182 -0.7601
C -3.9686 0.2521 -1.0841
C -4.0963 1.2907 -0.0091
C -3.2235 1.5869 0.9896
C -3.6786 2.6363 1.8229
C -4.8858 3.1194 1.4436
S -5.5028 2.3035 0.0592
H -5.4633 3.9067 1.8852
H -3.1249 3.0072 2.6661
H -2.2907 1.0728 1.1385
H -4.9309 -0.2539 -1.2183
H -3.7101 0.7293 -2.0355
C -1.1561 0.3092 -2.1461
H -1.6356 0.2225 -3.1223
H -0.0898 0.1488 -2.2762
H -1.3264 1.3167 -1.7648
C 0.3761 -2.1324 -0.8099
O 1.0764 -1.6806 -1.6960
C 0.9456 -3.1594 0.1589
H 0.3863 -4.0925 0.1078
H 1.9977 -3.3287 -0.0663
S 0.8157 -2.6109 1.8961
C 1.9094 -1.2724 1.8168
N 2.1091 -0.4152 2.8032
N 3.0267 0.4242 2.2987
C 3.3423 0.0536 1.0367
N 2.6464 -1.0222 0.7193
C 4.2707 0.7002 0.1360
C 5.1396 1.7174 0.5238
C 6.0268 2.2991 -0.3590
C 6.0517 1.8622 -1.6727
C 5.1911 0.8571 -2.0881
C 4.3093 0.2804 -1.1959
H 3.6245 -0.4971 -1.4975
H 5.2089 0.5224 -3.1136
H 6.7433 2.3104 -2.3694
H 6.6835 3.0804 -0.0100
F 5.1262 2.1577 1.8074
H 3.3783 1.1868 2.8561
H -1.7816 -3.2764 0.8649
H -5.2121 -2.2730 0.0640
H -4.3373 -2.8301 1.4931
H -4.7836 -1.1269 1.3394
*
```



# 5
# C26H28N7PS3W

C26H28N7PS3W as an isolated structure at a distorted geometry (ωB97M-V with the def2-TZVPD basis set, OMol25).

Its total energy is -81455.2287 eV. Its energy relative to the best compared isomer or geometry (same formula, charge and spin) is 62.6 kcal per mole. As for the LUMO energy (spin up / spin down): -6.91 / -7.94 eV. The value obtained for the HOMO energy (spin up / spin down) is -14.0 / -14.0 eV. As for the expectation value of S²: 2.03. The calculation puts the HOMO-LUMO gap (spin up / spin down) at 7.1 / 6.1 eV.

Structure (ORCA input):
```
! wB97M-V def2-TZVPD RIJCOSX def2/J DEFGRID3
* xyz 2 3
W 0.3075 -0.4702 1.0201
C 4.9795 -3.5186 4.2133
C 4.0715 -2.4063 4.7266
N 3.8396 -1.3712 3.7138
C 2.8123 -1.3916 2.8779
S 2.7487 -0.2068 1.5615
N 1.8568 -2.2690 2.9501
N 0.8371 -2.1572 2.1004
C 0.9607 -2.7206 0.8779
C 2.1919 -3.4431 0.4498
C -0.3254 -2.9959 0.2267
C -0.6600 -4.0769 -0.5634
C -1.9832 -4.2055 -0.9631
C -2.9076 -3.2513 -0.5664
C -2.4767 -2.1547 0.1590
N -1.2045 -2.0240 0.5343
H 5.0809 -4.2907 4.9746
H 5.9719 -3.1327 3.9799
H 4.5580 -3.9740 3.3163
H 4.5167 -1.9202 5.5928
H 3.1013 -2.8083 5.0101
H 4.5957 -0.7376 3.5103
H 3.0930 -2.8910 0.6996
H 2.1724 -3.6042 -0.6267
H 2.2457 -4.4122 0.9538
H 0.0807 -4.8169 -0.8330
H -2.2893 -5.0501 -1.5657
H -3.9524 -3.3418 -0.8266
H -3.1618 -1.3720 0.4489
N 1.6769 4.8821 0.0660
C 1.3419 3.8944 0.9041
C 1.1961 2.5538 0.4709
N 0.7896 1.6236 1.3137
C 0.5628 1.9488 2.5978
C 0.7618 3.2500 3.0185
N 1.1347 4.2061 2.1861
H 1.8872 4.7218 -0.9030
H 1.8003 5.8036 0.4511
H 1.4333 2.2587 -0.5414
H 0.2514 1.1569 3.2708
H 0.6203 3.5352 4.0537
S -1.8458 0.8488 0.7446
P -1.2946 0.8301 -1.2321
S 0.5030 -0.1601 -1.4296
C -2.5482 0.1124 -2.3136
C -2.2917 -0.9736 -3.1415
C -3.2873 -1.4153 -4.0004
C -4.5210 -0.7806 -4.0235
C -4.7755 0.2978 -3.1837
C -3.7881 0.7538 -2.3283
C -1.1048 2.5348 -1.7973
C -0.4391 2.7379 -3.0067
C -0.3679 4.0165 -3.5342
C -0.9647 5.0769 -2.8622
C -1.6224 4.8692 -1.6580
C -1.6959 3.5940 -1.1159
H -1.3237 -1.4600 -3.1238
H -3.0985 -2.2544 -4.6571
H -5.2887 -1.1178 -4.7070
H -5.7397 0.7876 -3.1999
H -3.9741 1.6001 -1.6771
H 0.0129 1.8998 -3.5246
H 0.1426 4.1833 -4.4735
H -0.9218 6.0725 -3.2845
H -2.0833 5.6995 -1.1397
H -2.1990 3.4260 -0.1719
*
```